# 1
A structure of composition C43H33BrN3RhTe at a distorted geometry. Source: the Open Molecules 2025 dataset; level of theory: the ωB97M-V functional and the def2-TZVPD basis.

* orbital gap (spin up / spin down): 5.8432 / 5.8443 eV
* LUMO energy (spin up / spin down): -0.0273 / -0.0273 hartree
* molecular weight: 902.2 g/mol
* energy: -129938.802 eV

Each line ends with the Löwdin charge.
Cartesian coordinates (Å):
Te  -0.15  0.67  2.86  1.368
Rh  -0.01  -0.08  0.04  0.671
Br  2.62  0.44  0.29  0.909
N  -2.17  -0.22  -0.41  -0.026
N  -2.68  0.82  -0.84  0.107
N  0.39  -1.80  0.98  -0.114
C  -0.76  2.74  4.84  -0.296
C  3.59  -1.41  -3.86  -0.032
C  3.02  -4.62  -0.79  -0.077
C  1.88  -0.76  -2.20  -0.203
C  2.23  -1.31  -3.47  -0.161
C  1.56  -6.32  0.08  -0.088
C  -3.26  -3.69  0.25  -0.062
C  -1.30  -3.93  5.28  -0.093
C  2.62  -5.95  -0.74  -0.098
C  -2.46  -2.58  0.00  -0.043
C  0.51  -2.93  1.50  -0.370
C  0.06  2.68  3.57  -0.417
C  -0.12  3.95  -1.62  -0.079
C  -0.44  -1.11  -2.69  -0.089
C  -1.80  1.86  -1.09  -0.295
C  -3.04  -1.34  -0.20  -0.239
C  -0.05  -4.44  4.95  -0.080
C  -0.54  3.72  5.81  -0.043
C  0.90  -5.36  0.84  -0.049
C  -2.33  3.04  -1.62  -0.028
C  -4.64  -3.56  0.26  -0.078
C  -1.95  -3.09  4.38  -0.091
C  4.59  -0.98  -3.04  -0.076
C  -1.35  -2.76  3.18  -0.078
C  -1.75  1.78  5.05  -0.289
C  1.20  -1.75  -4.34  -0.045
C  0.38  2.77  -1.09  -0.116
C  -2.51  1.81  6.21  -0.042
C  -2.28  2.78  7.18  -0.086
C  -0.10  -1.65  -3.96  -0.067
C  2.36  -3.67  -0.03  -0.031
C  4.28  -0.43  -1.78  -0.130
C  2.97  -0.34  -1.41  -0.568
C  -1.95  0.70  4.01  -0.402
C  -0.45  1.68  -0.80  -0.240
C  -1.48  4.10  -1.89  -0.092
C  0.53  -4.13  3.73  -0.041
C  0.51  -0.67  -1.81  -0.184
C  -5.22  -2.32  0.00  -0.079
C  -0.12  -3.29  2.83  -0.179
C  -4.43  -1.21  -0.23  -0.025
C  1.29  -4.02  0.78  -0.167
C  -1.29  3.74  6.97  -0.086
H  -2.80  0.92  3.36  0.065
H  3.85  -4.33  -1.43  0.099
H  -5.27  -4.42  0.46  0.103
H  3.12  -6.70  -1.34  0.097
H  5.63  -1.05  -3.35  0.105
H  1.45  2.70  -0.91  0.054
H  -2.10  -0.27  4.47  0.035
H  -1.87  5.02  -2.30  0.099
H  -2.93  -2.70  4.62  0.102
H  -0.32  3.38  2.82  0.060
H  0.47  -5.08  5.65  0.101
H  0.56  4.77  -1.82  0.103
H  -1.10  4.49  7.73  0.101
H  -1.39  -2.66  -0.05  0.084
H  0.23  4.47  5.65  0.113
H  2.68  -2.63  -0.06  0.082
H  -1.48  -1.05  -2.45  0.080
H  1.11  2.90  3.76  0.054
H  -1.76  -4.19  6.22  0.099
H  -2.80  -4.65  0.43  0.109
H  0.07  -5.64  1.47  0.110
H  -0.89  -1.97  -4.62  0.106
H  5.06  -0.08  -1.12  0.100
H  -4.86  -0.24  -0.43  0.104
H  -2.86  2.78  8.09  0.101
H  -3.39  3.10  -1.81  0.110
H  3.81  -1.84  -4.83  0.114
H  1.50  -4.53  3.48  0.117
H  -1.87  -2.12  2.47  0.086
H  -3.27  1.06  6.37  0.114
H  1.24  -7.35  0.12  0.099
H  -6.30  -2.22  -0.02  0.103
H  1.48  -2.15  -5.31  0.111


# 2
A cluster of 5 separate species, C15H37N5O10P2S in total at a distorted geometry. Source: the Open Molecules 2025 dataset; level of theory: the ωB97M-V functional and the def2-TZVPD basis.

* orbital gap: 6.9831 eV
* LUMO energy: -0.0564 hartree
* molecular weight: 541.5 g/mol
* energy: -73486.973 eV

Each line ends with the Löwdin charge.
Cartesian coordinates (Å):
S  1.02  -0.57  1.23  0.843
P  3.99  -1.33  5.40  0.759
P  1.83  0.80  5.89  0.889
O  4.62  2.19  6.67  -0.036
O  2.99  0.30  3.32  -0.140
O  -3.30  -2.66  0.11  -0.008
O  -0.84  -0.79  -8.02  -0.006
O  5.41  -0.93  4.84  -0.503
O  1.87  2.48  5.32  -0.322
O  1.46  1.91  2.37  0.026
O  0.14  0.28  0.23  -0.397
O  -3.30  -0.13  -4.54  -0.018
O  2.04  -1.33  0.31  -0.386
N  -1.13  -0.16  -3.75  -0.193
N  0.10  0.29  6.16  -0.244
N  -2.94  -0.24  -8.81  -0.204
N  -5.41  -2.11  -0.67  -0.204
N  6.68  3.05  6.07  -0.206
C  -1.56  -0.22  -8.82  -0.317
C  -3.73  0.47  -9.79  -0.070
C  1.88  0.61  2.40  -0.292
C  -4.03  -2.09  -0.69  -0.307
C  -0.24  0.02  -2.62  -0.067
C  -3.62  -0.98  -7.77  -0.042
C  5.64  2.16  5.99  -0.315
C  6.62  4.13  7.04  -0.054
C  -0.16  -1.78  2.05  -0.144
C  2.53  -0.36  4.55  -0.552
C  -0.57  -0.52  -5.03  -0.053
C  7.85  2.95  5.22  -0.063
C  -6.20  -1.40  -1.66  -0.055
C  -6.09  -2.85  0.37  -0.052
C  -2.50  0.01  -3.63  -0.333
H  -3.62  -1.49  -1.52  0.112
H  -4.37  1.20  -9.28  0.089
H  0.30  -2.86  1.97  0.104
H  -1.00  -1.47  -5.35  0.093
H  -5.79  -3.90  0.30  0.093
H  -3.09  0.99  -10.51  0.082
H  -2.82  0.28  -2.62  0.118
H  -0.80  0.29  -1.72  0.057
H  7.51  4.75  6.99  0.086
H  0.14  -0.45  6.91  0.037
H  -7.17  -2.78  0.25  0.088
H  7.77  2.10  4.54  0.090
H  -0.31  -1.48  3.17  0.070
H  5.79  1.38  5.22  0.106
H  6.52  3.70  8.04  0.091
H  0.47  0.82  -2.85  0.098
H  -4.71  -0.91  -7.88  0.090
H  -1.15  0.38  -9.65  0.128
H  -0.83  0.25  -5.76  0.081
H  -5.56  -0.88  -2.38  0.083
H  -1.20  -1.77  1.48  0.091
H  3.98  -0.97  6.82  0.018
H  -6.83  -0.67  -1.15  0.090
H  0.30  -0.91  -2.44  0.094
H  3.76  -2.76  5.37  0.008
H  -3.32  -2.03  -7.83  0.095
H  0.52  -0.61  -4.96  0.095
H  -6.83  -2.12  -2.19  0.091
H  -5.79  -2.46  1.34  0.092
H  0.98  2.63  4.87  0.060
H  -0.33  1.15  6.60  0.038
H  5.73  4.74  6.83  0.092
H  8.74  2.82  5.85  0.087
H  -4.36  -0.25  -10.32  0.087
H  7.94  3.87  4.63  0.088
H  -3.33  -0.59  -6.79  0.062
H  1.71  -1.15  4.29  0.083


# 3
The molecule C25H29N3O6S. Source: the Open Molecules 2025 dataset; level of theory: the ωB97M-V functional and the def2-TZVPD basis.

* orbital gap: 9.2951 eV
* LUMO energy: 0.0215 hartree
* molecular weight: 499.6 g/mol
* energy: -53986.314 eV

Each line ends with the Löwdin charge.
Cartesian coordinates (Å):
S  -3.55  -2.79  0.47  0.653
O  -4.15  -3.90  1.14  -0.280
O  -4.18  -2.27  -0.72  -0.291
O  3.68  -2.53  -0.56  0.030
O  -1.27  0.51  -1.60  -0.084
O  -0.91  -0.87  1.84  0.059
O  1.32  1.92  -0.94  0.075
N  1.36  -0.18  -0.12  0.119
N  -3.52  -1.53  1.57  -0.107
N  -1.15  1.20  0.97  0.053
C  -3.14  3.67  -1.76  -0.069
C  -2.51  2.52  -2.20  0.002
C  0.26  1.50  1.20  -0.169
C  -1.87  2.03  0.07  -0.164
C  -1.43  -3.11  -1.23  -0.058
C  -3.16  4.00  -0.42  -0.076
C  -2.52  3.17  0.50  -0.011
C  4.59  -0.52  -0.35  -0.019
C  3.04  2.71  1.68  -0.101
C  2.15  -0.74  -1.21  -0.080
C  -0.14  -3.50  -1.55  -0.087
C  0.50  2.96  1.58  -0.147
C  -1.88  1.68  -1.29  -0.207
C  3.48  -1.21  -0.72  -0.250
C  1.77  3.13  2.42  -0.239
C  0.26  -4.08  0.75  -0.056
C  1.04  1.12  -0.07  -0.465
C  -1.13  0.16  -2.96  -0.056
C  -3.09  -0.26  1.05  -0.128
C  0.70  -3.98  -0.56  -0.082
C  -1.61  -0.02  1.30  -0.400
C  -1.04  -3.72  1.07  -0.067
C  5.54  -1.49  0.07  -0.060
C  4.93  -2.69  -0.09  -0.123
C  -1.86  -3.22  0.08  -0.274
H  1.85  4.19  2.69  0.107
H  -0.57  0.92  -3.50  0.107
H  0.92  -4.46  1.52  0.110
H  1.68  2.56  3.34  0.109
H  -3.67  4.89  -0.08  0.103
H  3.09  3.20  0.71  0.078
H  -2.51  2.29  -3.25  0.108
H  2.27  0.08  -1.93  0.134
H  6.53  -1.31  0.43  0.100
H  1.71  -4.28  -0.80  0.101
H  1.61  -1.57  -1.66  0.102
H  -0.58  -0.77  -2.96  0.080
H  0.57  3.55  0.67  0.123
H  4.73  0.55  -0.37  0.111
H  -2.12  -2.73  -1.97  0.109
H  0.21  -3.44  -2.57  0.110
H  1.02  -0.81  0.59  0.134
H  -3.62  4.32  -2.48  0.107
H  -3.67  0.54  1.52  0.140
H  -2.11  0.00  -3.43  0.103
H  -0.35  3.32  2.17  0.109
H  -3.04  -1.80  2.41  0.109
H  -3.31  -0.27  -0.02  0.118
H  5.26  -3.69  0.10  0.118
H  -1.42  -3.81  2.08  0.120
H  3.06  1.64  1.53  0.061
H  0.57  0.84  2.02  0.154
H  3.92  2.99  2.26  0.073
H  -2.54  3.41  1.55  0.118


# 4
A structure of composition C3H3Cl3NO2P at a distorted geometry. Source: the Open Molecules 2025 dataset; level of theory: the ωB97M-V functional and the def2-TZVPD basis.

* orbital gap: 8.3135 eV
* LUMO energy: -0.0653 hartree
* molecular weight: 222.4 g/mol
* energy: -55601.010 eV

Each line ends with the Löwdin charge.
Cartesian coordinates (Å):
Cl  -1.90  -1.81  -1.01  0.343
Cl  3.57  0.30  -0.41  0.555
Cl  1.30  -2.40  0.20  0.724
P  -1.04  -0.48  0.21  0.311
O  -0.96  -0.94  1.59  -0.415
O  -3.26  2.87  -0.11  0.183
N  -2.39  0.72  0.20  -0.010
C  1.87  0.26  0.18  -0.676
C  -2.76  1.84  0.01  -0.416
C  1.14  -0.87  -0.47  -0.812
H  1.90  0.16  1.26  0.077
H  1.43  1.22  -0.10  0.070
H  1.10  -0.86  -1.55  0.066